A molecular structure, C36H52NP2Tl, computed with ωB97M-V/def2-TZVPD.

Structure (XYZ):
```
92
Properties=species:S:1:pos:R:3:lowdin_charge:R:1
Tl 0.046 -0.684 -1.878 0.57
C -3.215 -0.060 2.458 -0.12
C -3.299 0.962 1.325 -0.53
C -4.619 1.722 1.335 -0.11
P -2.818 0.234 -0.329 1.05
C -4.407 -0.285 -1.129 -0.58
C -4.106 -0.654 -2.583 -0.13
C -4.992 -1.491 -0.395 -0.12
C -2.406 1.794 -1.198 -0.32
C -3.353 2.597 -1.840 -0.07
C -3.046 3.850 -2.346 -0.28
C -4.084 4.699 -3.030 -0.06
C -1.736 4.307 -2.179 -0.04
C -0.779 3.527 -1.566 -0.02
C -1.078 2.241 -1.079 -0.37
N -0.086 1.406 -0.580 -0.11
C 0.756 1.863 0.391 -0.34
C 0.375 2.873 1.312 -0.03
C 1.209 3.286 2.325 -0.05
C 2.483 2.741 2.506 -0.29
C 3.374 3.176 3.638 -0.06
C 2.877 1.770 1.601 -0.08
C 2.060 1.325 0.557 -0.31
P 2.626 0.116 -0.668 1.00
C 3.951 -0.852 0.186 -0.56
C 3.380 -1.591 1.390 -0.11
C 4.576 -1.843 -0.796 -0.11
C 3.571 1.136 -1.902 -0.54
C 4.790 1.861 -1.339 -0.11
C 2.620 2.135 -2.559 -0.13
H -3.397 0.422 3.422 0.08
H -2.223 -0.515 2.499 0.04
H -3.949 -0.861 2.348 0.06
H -2.490 1.686 1.479 0.09
H -5.469 1.053 1.184 0.07
H -4.640 2.487 0.557 0.07
H -4.764 2.220 2.297 0.08
H -5.148 0.518 -1.102 0.09
H -3.365 -1.458 -2.621 0.06
H -3.705 0.188 -3.147 0.07
H -5.009 -1.006 -3.087 0.08
H -4.299 -2.337 -0.424 0.07
H -5.923 -1.808 -0.871 0.08
H -5.214 -1.277 0.651 0.05
H -4.371 2.242 -1.954 0.10
H -4.983 4.121 -3.247 0.07
H -3.709 5.102 -3.972 0.08
H -4.377 5.548 -2.407 0.08
H -1.461 5.286 -2.556 0.11
H 0.235 3.895 -1.468 0.11
H -0.606 3.321 1.211 0.11
H 0.861 4.056 3.008 0.11
H 3.299 4.251 3.812 0.07
H 4.419 2.945 3.426 0.07
H 3.111 2.677 4.575 0.08
H 3.872 1.349 1.707 0.10
H 4.726 -0.162 0.530 0.09
H 2.651 -2.333 1.061 0.05
H 2.898 -0.916 2.099 0.07
H 4.173 -2.130 1.916 0.09
H 3.818 -2.539 -1.168 0.07
H 5.353 -2.429 -0.299 0.08
H 5.032 -1.349 -1.655 0.07
H 3.896 0.417 -2.661 0.10
H 4.498 2.535 -0.531 0.08
H 5.257 2.464 -2.123 0.08
H 5.549 1.176 -0.959 0.06
H 2.266 2.859 -1.822 0.07
H 1.742 1.653 -2.994 0.04
H 3.138 2.682 -3.349 0.08
C -1.460 -3.190 0.749 0.00
C 0.084 -3.005 1.170 -0.55
C 0.166 -2.986 2.694 -0.04
C 0.065 -1.721 0.505 -0.01
C 0.902 -4.099 0.500 -0.20
C 1.629 -5.021 1.245 -0.04
C 2.404 -5.991 0.618 -0.08
C 2.461 -6.056 -0.764 -0.09
C 1.734 -5.144 -1.517 -0.07
C 0.965 -4.177 -0.890 -0.05
H -2.092 -2.348 1.027 0.05
H -1.765 -4.061 1.330 0.12
H -1.565 -3.394 -0.311 0.08
H -0.504 -2.220 3.085 0.08
H 1.181 -2.753 3.021 0.08
H -0.126 -3.943 3.131 0.09
H -0.269 -0.950 1.214 0.05
H 1.616 -4.987 2.325 0.10
H 2.966 -6.694 1.219 0.10
H 3.066 -6.808 -1.252 0.10
H 1.767 -5.180 -2.599 0.11
H 0.415 -3.469 -1.496 0.04
```

Results
- E: -2312.8304 Eh
- ΔE to the lowest compared entry with this formula, charge and spin: 0.140 eV

---

A molecular structure, C36H53AsHgN9O6PS5Sb, computed with ωB97M-V/def2-TZVPD.

Structure (XYZ):
```
113
Properties=species:S:1:pos:R:3:mulliken_spin:R:1
Hg -0.531 -0.304 0.507 0.00
S -4.148 -3.607 0.125 0.00
Sb -1.953 -3.249 0.635 0.00
S -1.748 -1.510 2.303 0.00
S -0.886 -2.031 -1.205 0.00
S -0.727 -5.088 1.182 0.00
C 2.111 2.923 -3.699 0.00
N 2.322 2.076 -2.544 0.00
C 3.186 2.444 -1.431 0.01
C 2.678 1.510 -0.331 -0.04
O 3.192 1.419 0.756 0.02
N 1.595 0.805 -0.816 0.00
C 1.410 1.200 -2.062 0.01
N 0.373 0.787 -2.792 0.00
H 3.013 3.507 -3.867 0.00
H 1.271 3.610 -3.561 0.00
H 1.933 2.325 -4.595 0.00
H 3.063 3.486 -1.128 0.00
H 4.236 2.246 -1.649 0.00
H -0.184 0.031 -2.387 0.00
H 0.423 0.835 -3.793 0.00
C 3.406 -5.490 3.883 0.00
C 4.267 -5.301 2.803 0.00
C 3.989 -4.319 1.861 0.00
C 2.850 -3.521 1.984 0.00
C 1.992 -3.724 3.058 0.00
C 2.270 -4.705 4.007 0.00
As 2.434 -2.064 0.727 0.00
C 4.289 -1.354 0.760 0.00
C 4.782 -0.976 2.013 0.01
C 6.035 -0.401 2.153 0.00
C 6.830 -0.174 1.033 0.00
C 6.356 -0.542 -0.218 0.00
C 5.096 -1.130 -0.351 0.00
C 2.520 -3.055 -0.965 0.00
C 2.338 -4.432 -1.026 0.00
C 2.321 -5.087 -2.253 0.00
C 2.467 -4.376 -3.435 0.00
C 2.612 -2.994 -3.387 0.00
C 2.628 -2.344 -2.162 0.00
H 3.620 -6.256 4.620 0.00
H 5.152 -5.917 2.694 0.00
H 4.658 -4.173 1.022 0.00
H 1.086 -3.133 3.138 0.00
H 1.583 -4.867 4.829 0.00
H 4.173 -1.142 2.895 0.00
H 6.393 -0.127 3.140 0.00
H 7.809 0.281 1.134 0.00
H 6.967 -0.377 -1.099 0.00
H 4.760 -1.425 -1.335 0.00
H 2.152 -4.997 -0.124 0.00
H 2.170 -6.160 -2.278 0.00
H 2.436 -4.885 -4.392 0.00
H 2.694 -2.422 -4.306 0.00
H 2.682 -1.260 -2.134 0.00
C -5.321 3.071 0.970 0.00
N -4.045 2.393 0.835 0.00
C -3.358 2.094 2.089 0.01
P -3.508 1.802 -0.601 0.00
O -2.062 1.464 -0.603 -0.01
N -4.509 0.571 -1.060 0.00
C -3.988 -0.374 -2.065 0.00
C -5.396 -0.088 -0.092 0.00
N -3.852 3.084 -1.661 0.00
C -3.888 2.747 -3.083 0.00
C -2.959 4.229 -1.422 0.00
H -5.179 4.060 1.420 0.00
H -6.003 2.499 1.612 0.00
H -5.783 3.199 -0.007 0.00
H -3.067 3.019 2.592 0.00
H -2.460 1.515 1.896 0.00
H -4.007 1.513 2.752 0.00
H -4.777 -0.625 -2.786 0.00
H -3.646 -1.299 -1.598 0.00
H -3.143 0.056 -2.600 0.00
H -5.393 0.436 0.861 0.00
H -5.062 -1.113 0.085 0.00
H -6.424 -0.115 -0.474 0.00
H -4.600 1.944 -3.260 0.00
H -2.902 2.443 -3.468 0.00
H -4.209 3.628 -3.646 0.00
H -2.867 4.435 -0.356 0.00
H -3.371 5.113 -1.914 0.00
H -1.949 4.052 -1.813 0.00
C 6.767 2.804 0.634 0.00
C 5.800 2.214 1.656 0.00
S 4.840 3.537 2.384 -0.01
O 5.684 4.242 3.329 0.00
O 4.231 4.278 1.308 0.00
C 3.628 2.607 3.282 0.01
C 2.377 3.406 3.710 -0.01
N 1.258 3.053 2.851 0.03
C 0.862 1.763 2.626 0.04
N 0.066 1.706 1.587 -0.02
C -0.099 2.997 1.114 0.23
C 0.626 3.855 1.897 -0.05
N 0.651 5.226 1.855 0.26
O 1.241 5.895 2.801 0.23
O -0.001 5.786 0.889 0.24
C 1.351 0.596 3.415 0.00
H 7.353 2.017 0.160 0.00
H 7.445 3.514 1.112 0.00
H 6.209 3.343 -0.133 0.00
H 6.316 1.720 2.482 0.00
H 5.075 1.531 1.204 0.00
H 4.178 2.202 4.135 0.00
H 3.347 1.808 2.598 0.00
H 2.498 4.483 3.617 0.00
H 2.145 3.172 4.746 0.00
H -0.718 3.230 0.267 0.04
H 1.655 0.890 4.422 0.00
H 2.203 0.134 2.909 0.00
H 0.561 -0.149 3.486 0.00
```

Results
- E: -7309.7171 Eh
- ΔE to the lowest compared entry with this formula, charge and spin: 0.000 eV
- 2S+1: 2
- Expectation value of S²: 0.761
- Net charge: -2

---

A molecular structure, C36H53BN7S3SiV, computed with ωB97M-V/def2-TZVPD.

Structure (XYZ):
```
102
Properties=species:S:1:pos:R:3:lowdin_charge:R:1
V -0.715 -1.266 -2.308 0.27
C -3.480 -2.349 1.997 -0.03
C -2.569 -1.185 1.788 -0.22
C -2.584 -0.060 2.557 0.09
C -1.703 1.023 2.298 -0.18
N -0.815 0.960 1.336 0.21
N -0.805 -0.144 0.581 -0.03
B 0.233 -0.292 -0.556 -0.60
N 1.054 1.003 -0.836 0.02
N 1.825 1.478 0.150 0.21
C 2.622 2.487 -0.118 -0.16
C 2.602 3.111 -1.390 0.10
C 1.847 2.604 -2.407 -0.22
C 1.828 3.175 -3.787 -0.03
C 1.096 1.449 -2.088 -0.52
S 0.247 0.566 -3.305 0.85
C 3.632 2.874 0.955 -0.54
C 4.678 1.747 0.984 -0.03
C 4.325 4.198 0.632 -0.05
C 2.952 2.993 2.318 -0.04
N 1.261 -1.435 -0.134 -0.01
N 1.555 -1.354 1.164 0.19
C 2.363 -2.239 1.700 -0.16
C 2.987 -3.210 0.893 0.10
C 2.678 -3.316 -0.436 -0.22
C 3.271 -4.369 -1.315 -0.04
C 1.716 -2.405 -0.936 -0.53
S 1.104 -2.655 -2.557 0.79
C 2.530 -2.152 3.211 -0.54
C 1.143 -2.343 3.843 -0.03
C 3.069 -0.766 3.576 -0.03
C 3.480 -3.229 3.733 -0.05
C -1.635 -1.172 0.724 -0.53
S -1.525 -2.439 -0.450 0.87
C -1.803 2.297 3.115 -0.55
C -3.191 2.906 2.868 -0.02
C -1.633 1.954 4.602 -0.03
C -0.726 3.295 2.704 -0.05
H -4.214 -2.130 2.768 0.10
H -2.909 -3.229 2.302 0.10
H -3.998 -2.609 1.073 0.08
H -3.303 0.030 3.361 0.14
H 3.209 3.987 -1.565 0.13
H 2.397 4.101 -3.827 0.10
H 0.805 3.376 -4.110 0.09
H 2.260 2.471 -4.501 0.10
H 5.211 1.675 0.033 0.09
H 4.206 0.785 1.192 0.06
H 5.412 1.947 1.766 0.10
H 4.941 4.140 -0.267 0.09
H 4.990 4.458 1.456 0.10
H 3.611 5.017 0.520 0.10
H 2.412 2.084 2.572 0.05
H 2.249 3.827 2.331 0.09
H 3.706 3.176 3.084 0.10
H 3.691 -3.904 1.331 0.13
H 4.019 -4.942 -0.772 0.10
H 3.740 -3.926 -2.194 0.09
H 2.498 -5.053 -1.669 0.09
H 0.445 -1.584 3.484 0.07
H 1.223 -2.250 4.927 0.10
H 0.734 -3.330 3.620 0.09
H 2.423 0.011 3.173 0.06
H 4.080 -0.616 3.191 0.09
H 3.104 -0.663 4.662 0.10
H 3.117 -4.237 3.521 0.09
H 3.564 -3.137 4.815 0.10
H 4.486 -3.122 3.321 0.09
H -3.999 2.244 3.185 0.09
H -3.333 3.140 1.811 0.09
H -3.288 3.832 3.434 0.10
H -2.421 1.298 4.974 0.08
H -1.671 2.871 5.191 0.10
H -0.669 1.475 4.787 0.09
H -0.823 3.591 1.658 0.09
H 0.265 2.871 2.842 0.05
H -0.811 4.188 3.324 0.10
C -3.203 1.388 -4.606 -0.15
Si -3.272 0.490 -2.979 0.47
C -4.958 -0.008 -2.378 -0.14
C -2.551 1.601 -1.663 -0.15
N -2.281 -1.061 -3.144 -0.20
C -2.710 -2.085 -4.057 -0.30
C -3.794 -1.896 -4.911 -0.04
C -4.192 -2.914 -5.763 -0.04
C -3.526 -4.131 -5.774 -0.05
C -2.464 -4.335 -4.907 -0.05
C -2.068 -3.326 -4.045 -0.06
H -3.335 2.457 -4.422 0.05
H -3.968 1.084 -5.318 0.04
H -2.229 1.254 -5.081 0.03
H -5.597 0.879 -2.365 0.05
H -4.884 -0.368 -1.348 0.04
H -5.458 -0.774 -2.965 0.04
H -3.370 2.281 -1.402 0.06
H -1.725 2.212 -2.021 0.03
H -2.261 1.118 -0.734 0.01
H -4.328 -0.960 -4.943 0.08
H -5.033 -2.751 -6.424 0.12
H -3.843 -4.919 -6.442 0.12
H -1.951 -5.287 -4.882 0.12
H -1.276 -3.550 -3.338 0.04
```

Results
- E: -4239.4445 Eh
- ΔE to the lowest compared entry with this formula, charge and spin: 0.000 eV
- Net charge: +2

---

A molecular structure, C36H54BrCsN9O2SSbSi3, computed with ωB97M-V/def2-TZVPD.

Structure (XYZ):
```
108
Properties=species:S:1:pos:R:3:lowdin_charge:R:1
Cs -2.067 -1.058 -1.424 1.00
Br -5.870 1.436 -4.211 0.68
C -4.300 0.522 -4.824 -0.74
C -4.442 -0.372 -5.872 -0.13
C -3.287 -1.003 -6.306 -0.06
C -2.082 -0.693 -5.700 -0.01
C -2.069 0.214 -4.647 -0.21
N -3.187 0.807 -4.197 0.10
C -0.725 0.544 -3.961 -0.74
O 0.270 0.566 -4.704 -0.02
O -0.799 0.710 -2.726 -0.39
H -5.410 -0.563 -6.310 0.09
H -3.333 -1.726 -7.111 0.10
H -1.143 -1.128 -6.011 0.11
S -3.903 -3.779 -1.882 0.32
C -2.687 -4.555 -0.947 -0.95
N -2.982 -5.393 0.000 0.02
N -1.999 -6.120 0.617 -0.01
C -2.247 -6.733 1.807 -0.26
C -3.501 -6.671 2.436 -0.03
C -3.709 -7.337 3.630 -0.12
C -2.700 -8.073 4.241 -0.14
C -1.455 -8.129 3.623 -0.13
C -1.226 -7.475 2.428 -0.05
N -1.349 -4.110 -1.256 -0.04
N -0.413 -4.923 -1.177 0.03
C 0.874 -4.364 -1.436 -0.23
C 1.940 -5.244 -1.285 -0.04
C 3.243 -4.809 -1.480 -0.10
C 3.489 -3.492 -1.834 -0.11
C 2.425 -2.610 -1.993 -0.08
C 1.123 -3.035 -1.797 -0.03
H -1.059 -6.082 0.250 0.09
H -4.284 -6.094 1.966 0.10
H -4.685 -7.273 4.098 0.09
H -2.876 -8.585 5.179 0.08
H -0.648 -8.692 4.079 0.09
H -0.250 -7.526 1.956 0.10
H 1.725 -6.268 -1.008 0.10
H 4.067 -5.502 -1.357 0.09
H 4.504 -3.149 -1.989 0.10
H 2.602 -1.580 -2.282 0.12
H 0.314 -2.337 -1.932 0.03
C 3.963 -1.008 2.529 -0.17
C 3.363 -1.579 1.258 -0.21
N 2.025 -1.052 1.123 0.07
C 1.129 -1.077 2.184 -0.39
N -0.114 -1.122 1.921 0.11
C -1.087 -1.002 2.991 -0.24
C -0.508 -0.357 4.242 -0.16
C 0.803 -1.042 4.581 -0.18
N 1.703 -0.927 3.451 -0.07
C 3.059 -1.371 3.692 -0.19
H 4.017 0.079 2.439 0.11
H 4.969 -1.399 2.697 0.11
H 3.381 -2.680 1.299 0.12
H 3.942 -1.279 0.384 0.11
H 1.546 -1.244 0.256 0.10
H -1.473 -2.001 3.231 0.11
H -1.925 -0.423 2.606 0.06
H -1.207 -0.429 5.079 0.11
H -0.315 0.703 4.053 0.10
H 0.621 -2.098 4.837 0.12
H 1.291 -0.575 5.443 0.11
H 3.095 -2.463 3.858 0.12
H 3.406 -0.897 4.614 0.11
C 3.884 3.706 -0.881 -0.26
Si 2.269 4.537 -1.458 0.28
C 2.620 6.390 -1.179 -0.24
C 2.301 4.339 -3.343 -0.24
Sb 0.350 3.036 -0.494 0.87
Si -1.447 4.544 -1.540 0.32
C -1.427 4.230 -3.400 -0.21
C -1.127 6.406 -1.302 -0.23
C -3.194 4.246 -0.892 -0.22
Si 0.580 3.967 1.872 0.27
C 1.104 5.777 2.119 -0.24
C -0.957 3.703 2.928 -0.24
C 1.967 2.945 2.667 -0.24
H 4.750 4.133 -1.399 0.01
H 3.853 2.634 -1.085 0.02
H 4.040 3.828 0.195 0.00
H 3.553 6.633 -1.698 0.02
H 2.740 6.641 -0.124 0.00
H 1.831 7.031 -1.575 0.00
H 3.291 4.600 -3.731 0.02
H 1.570 4.989 -3.829 0.00
H 2.066 3.314 -3.643 0.03
H -0.649 4.810 -3.898 0.01
H -2.393 4.510 -3.830 0.03
H -1.254 3.174 -3.614 0.01
H -0.343 6.764 -1.971 0.00
H -0.834 6.647 -0.279 0.00
H -2.044 6.959 -1.532 0.02
H -3.291 3.283 -0.396 -0.03
H -3.899 4.278 -1.728 0.02
H -3.471 5.030 -0.181 0.02
H 0.554 6.477 1.489 0.00
H 2.168 5.897 1.902 0.01
H 0.940 6.055 3.165 0.02
H -1.755 4.394 2.647 0.02
H -0.710 3.872 3.982 0.02
H -1.346 2.693 2.799 -0.02
H 2.934 3.182 2.216 0.00
H 1.791 1.875 2.527 0.00
H 2.033 3.147 3.741 0.02
N -2.684 0.693 0.767 -0.22
C -1.937 1.564 0.564 -0.43
```

Results
- E: -6148.6800 Eh
- ΔE to the lowest compared entry with this formula, charge and spin: 1.968 eV
- Net charge: -2